DFT (ωB97M-V with the def2-TZVPD basis set) results for a single C12H15NO molecule at a distorted geometry.

```
29
Properties=species:S:1:pos:R:3:mulliken_charge:R:1
C -0.096 -2.358 -0.508 -1.266
C 0.767 -1.404 -0.235 0.542
C 1.794 -0.627 -0.293 0.395
C 3.109 -1.237 -0.027 -0.721
C 4.184 -0.492 0.336 -0.501
C 4.062 1.016 0.291 -0.326
C 2.916 1.521 -0.102 -0.700
C 1.708 0.832 -0.430 0.803
O 0.735 1.406 0.516 -0.263
N -0.593 0.964 0.052 -0.450
C -1.308 0.321 0.829 -0.368
C -2.701 0.029 0.358 0.645
C -3.630 1.212 0.805 -1.673
C -2.899 -0.319 -1.095 -1.271
H -0.713 -2.753 0.171 0.445
H -0.205 -2.860 -1.484 0.250
H 3.205 -2.352 0.057 0.292
H 5.129 -0.939 0.479 0.415
H 4.914 1.705 0.409 0.355
H 2.622 2.626 -0.128 0.247
H 1.299 1.164 -1.410 0.138
H -1.045 0.099 1.875 0.506
H -3.034 -0.789 0.933 0.306
H -3.538 1.399 1.862 0.429
H -3.307 2.098 0.448 0.479
H -4.691 0.945 0.626 0.358
H -2.496 -1.304 -1.403 0.211
H -3.950 -0.328 -1.349 0.406
H -2.237 0.423 -1.583 0.318
```

**SMILES string**: C=C=C1C=CC=C[C@@H]1O/N=C/C(C)C
**HOMO**: -0.30326 Eh
**Largest force on an atom**: 3.91 eV/A
**Electronic energy**: -16218.9564 eV
**E_LUMO**: 0.3 eV



DFT (ωB97M-V with the def2-TZVPD basis set) results for 2 unconnected molecules or ions with the total composition C12H16B2Cl4N2O at a distorted geometry.

```
37
Properties=species:S:1:pos:R:3:mulliken_charge:R:1
Cl 2.741 -3.170 2.788 -0.313
B 1.948 -1.571 2.327 0.669
Cl 2.006 -0.336 3.735 -0.310
Cl 2.834 -0.829 0.813 -0.289
O 0.548 -1.851 1.986 -0.416
C -0.306 -0.895 1.884 -0.276
C -1.593 -1.044 2.488 0.415
C -2.361 0.097 2.873 -0.361
C -3.663 -0.088 3.356 -0.560
C -4.208 -1.392 3.438 0.316
Cl -5.842 -1.598 3.882 -0.169
C -3.372 -2.509 3.254 -0.564
C -2.072 -2.341 2.804 -0.326
H 0.035 0.041 1.434 0.486
H -1.903 1.097 2.776 0.391
H -4.284 0.769 3.641 0.384
H -3.758 -3.507 3.434 0.403
H -1.420 -3.199 2.652 0.483
H 0.486 -0.485 -0.580 -0.355
B 0.611 -0.482 -1.848 0.290
H 1.392 -1.387 -2.113 -0.124
H -0.566 -0.589 -2.237 -0.156
C 1.175 0.817 -2.497 -0.319
N 1.444 1.144 -3.804 0.241
C 1.227 0.356 -5.013 -0.795
C 1.958 2.422 -3.859 -0.324
C 2.001 2.891 -2.580 -0.431
N 1.506 1.909 -1.761 0.257
C 1.362 2.084 -0.340 -0.658
H 1.565 0.956 -5.869 0.296
H 1.799 -0.578 -5.008 0.294
H 0.168 0.121 -5.168 0.296
H 2.241 2.892 -4.792 0.396
H 2.327 3.846 -2.204 0.388
H 1.625 3.106 -0.081 0.296
H 0.342 1.895 -0.025 0.277
H 2.007 1.407 0.213 0.167
```

**HOMO**: -0.32043 Eh
**Largest force on an atom**: 2.61 eV/A
**Electronic energy**: -69175.9653 eV
**E_LUMO**: -2.1 eV



Q: Which of these has the highest E_LUMO?
A: C12H15NO